No. 1
The following is a DFT calculation (ωB97M-V with the def2-TZVPD basis set) of a structure of composition C18H28ClNOTc at a distorted geometry.

Structure (XYZ):
```
50
Properties=species:S:1:pos:R:3
C -0.07115 0.13340 -5.41344
C 1.30333 0.63799 -5.38092
C -0.32597 -1.30347 -5.53921
C -1.18918 1.08020 -5.41047
Cl 0.28612 1.36550 -0.57819
H -0.36728 -1.63897 -6.58980
H -1.28422 -1.57189 -5.07524
H 0.46572 -1.88216 -5.04619
H 1.68564 0.89313 -6.38473
H 1.98684 -0.10897 -4.95222
H 1.36788 1.55022 -4.76778
H -1.43034 1.45343 -6.42145
H -0.95384 1.95735 -4.78783
H -2.10026 0.61360 -5.00883
C 1.43845 -1.92423 1.49094
C 0.41418 -2.40699 0.60606
C 0.67697 -1.84744 -0.72679
H -0.23779 -3.25116 0.82309
C 1.93658 -1.13724 -0.62112
C 2.35802 -1.16098 0.72653
H 3.26524 -0.71938 1.12097
H 1.55016 -2.21168 2.53536
H 0.22499 -2.19236 -1.65226
H 2.46930 -0.71711 -1.47115
C -2.42469 0.48565 0.73257
C -2.37120 -0.67574 1.57650
C -2.24080 -1.82107 0.73955
H -2.48079 -0.68955 2.65488
C -2.15149 -1.37964 -0.62666
C -2.34169 0.03633 -0.64104
H -2.45863 0.64480 -1.52681
H -2.55912 1.50094 1.06816
H -2.24369 -2.84680 1.08644
H -2.06045 -2.01185 -1.50217
Tc -0.48351 -0.44021 0.38644
C 0.91866 1.81777 5.69753
N 1.10412 1.25989 4.36541
C 2.27176 0.45169 4.09226
C 0.19199 1.33070 3.37906
C -1.00884 2.19550 3.58447
O 0.44262 0.67863 2.33171
H 1.80711 1.57178 6.28408
H 0.03317 1.39190 6.19533
H 0.79960 2.91047 5.66430
H 1.99663 -0.59798 3.92922
H 2.79066 0.81268 3.19613
H 2.93064 0.52566 4.95744
H -1.52824 2.30863 2.63062
H -1.69042 1.74137 4.31841
H -0.71278 3.18770 3.95086
```

As for the LUMO energy (spin up / spin down): -8.38 / -8.38 eV. Its charge is +2. As for the HOMO energy (spin up / spin down): -12.7 / -14.2 eV. As for the multiplicity: 4. The molecular weight comes out at 407.88 g mol⁻¹. For the maximum force, the calculation gives 0.054 hartree/bohr. For the orbital gap (spin up / spin down), the calculation gives 0.160 / 0.214 Eh.



No. 2
The following is a DFT calculation (ωB97M-V with the def2-TZVPD basis set) of a cluster of 2 separate species, C4H8O2 in total at a distorted geometry.

Structure (XYZ):
```
14
Properties=species:S:1:pos:R:3
C -0.79665 -1.82449 -0.63656
C -0.82831 0.07221 0.32721
O -1.15080 0.74099 1.53265
C 0.47384 0.35092 -0.28681
O 0.82911 -0.40907 -1.17207
C 1.37679 1.48668 0.08362
H -0.61068 -1.97371 -1.72504
H -1.82613 -2.01290 -0.41021
H -0.06741 -2.41100 -0.08408
H -1.66618 0.26397 -0.32448
H -0.60563 0.45485 2.27670
H 1.60903 2.00036 -0.85303
H 2.31925 1.08191 0.46898
H 0.94376 2.17928 0.80313
```

As for the LUMO energy: 0.32 eV. As for the HOMO energy: -8.7 eV. As for the multiplicity: 1. The molecular weight comes out at 88.11 g mol⁻¹. The relative energy (zero: lowest compared OMol25 entry of this formula, charge and spin) is 421.4 kJ/mol. For the maximum force, the calculation gives 0.029 hartree/bohr. For the orbital gap, the calculation gives 0.331 Eh.



No. 3
The following is a DFT calculation (ωB97M-V with the def2-TZVPD basis set) of a structure of composition C3H4FP at a distorted geometry.

Structure (XYZ):
```
9
Properties=species:S:1:pos:R:3
C -0.27799 -0.57435 -1.25609
C 0.44201 0.07553 -0.36534
C 1.03040 0.37978 0.90514
F -2.54947 -0.34398 -0.13908
P -1.75049 0.66114 -1.22985
H -0.35576 -1.48503 -1.83630
H 1.79561 -0.50073 1.23488
H 0.29015 0.34884 1.80150
H 1.37554 1.43879 0.88513
```

As for the LUMO energy (spin up / spin down): 0.11 / 0.11 eV. As for the HOMO energy (spin up / spin down): -7.7 / -7.7 eV. As for the multiplicity: 1. The molecular weight comes out at 90.04 g mol⁻¹. The relative energy (zero: lowest compared OMol25 entry of this formula, charge and spin) is 191.1 kJ/mol. For the maximum force, the calculation gives 0.112 hartree/bohr. For the orbital gap (spin up / spin down), the calculation gives 0.287 / 0.287 Eh.